Formula: C30H52CrN2O3Si4
Source: the Open Molecules 2025 dataset
Level of theory: ωB97M-V with the def2-TZVPD basis set

## Properties
Gap between HOMO and LUMO (alpha / beta): 0.1820 / 0.1927 hartree
Relative energy (zero: lowest compared OMol25 entry of this formula, charge and spin): 0.0000 eV
Net charge: -2
<S²>: 6.02
Spin multiplicity: 5
E: -101014.5870 eV

Geometry (Å):
Cr: -0.845 0.584 0.685
C: -0.347 -2.052 3.058
C: -1.617 -1.606 2.672
C: -1.712 -0.216 2.959
C: -0.479 0.172 3.557
C: 0.361 -0.953 3.606
C: 1.752 -1.017 4.167
C: -0.207 1.532 4.129
C: -3.011 0.547 3.104
C: -2.728 -2.446 2.112
C: 0.190 -3.446 2.905
H: 1.793 -1.522 5.143
H: 2.171 -0.017 4.312
H: 2.446 -1.564 3.514
H: -0.564 1.633 5.164
H: -0.702 2.309 3.539
H: 0.865 1.762 4.139
H: -3.206 1.266 2.308
H: -3.026 1.098 4.053
H: -3.855 -0.150 3.125
H: -3.357 -2.889 2.899
H: -2.350 -3.271 1.502
H: -3.375 -1.846 1.470
H: 0.783 -3.745 3.778
H: 0.838 -3.574 2.029
H: -0.622 -4.172 2.807
O: -1.602 2.549 1.058
C: -1.071 3.622 0.612
C: -1.877 4.705 0.152
C: -1.331 5.862 -0.348
C: 0.056 6.040 -0.425
C: 0.867 5.018 0.029
C: 0.341 3.839 0.556
C: 1.232 2.799 1.053
N: 0.981 1.506 1.148
C: 2.114 0.904 1.641
C: 3.069 1.842 1.857
N: 2.498 3.043 1.480
H: -2.950 4.561 0.189
H: -1.990 6.646 -0.709
H: 0.482 6.938 -0.853
H: 1.945 5.121 -0.065
H: 2.138 -0.158 1.810
H: 4.076 1.771 2.228
H: 2.907 3.955 1.550
C: -4.874 0.726 -0.679
C: -3.392 0.489 -0.970
O: -2.964 0.681 -2.109
O: -2.727 0.116 0.053
H: -5.457 0.703 -1.599
H: -4.968 1.714 -0.221
H: -5.243 -0.007 0.037
C: 2.999 -2.635 -2.738
Si: 2.492 -1.710 -1.151
C: 2.696 -2.984 0.241
C: 4.018 -0.597 -0.888
Si: 0.325 -0.755 -1.181
Si: 0.660 0.885 -2.847
C: -0.764 2.095 -3.102
C: 2.106 2.030 -2.347
C: 1.121 0.330 -4.607
Si: -0.799 -2.623 -2.075
C: -0.618 -2.927 -3.940
C: -0.190 -4.224 -1.245
C: -2.660 -2.696 -1.772
H: 4.009 -3.044 -2.611
H: 3.012 -1.959 -3.596
H: 2.327 -3.459 -2.982
H: 3.709 -3.404 0.207
H: 1.981 -3.804 0.169
H: 2.552 -2.519 1.220
H: 4.836 -1.234 -0.532
H: 3.860 0.199 -0.160
H: 4.339 -0.135 -1.823
H: -1.161 2.460 -2.152
H: -1.596 1.632 -3.632
H: -0.393 2.956 -3.671
H: 2.192 2.146 -1.265
H: 1.932 3.022 -2.781
H: 3.065 1.664 -2.716
H: 0.343 -0.294 -5.051
H: 2.055 -0.237 -4.624
H: 1.248 1.217 -5.239
H: 0.423 -3.029 -4.257
H: -1.063 -2.103 -4.502
H: -1.156 -3.845 -4.206
H: 0.858 -4.451 -1.446
H: -0.796 -5.059 -1.613
H: -0.317 -4.167 -0.160
H: -3.191 -2.094 -2.510
H: -2.917 -2.314 -0.784
H: -2.992 -3.738 -1.846